This record from OMol25 describes a structure of composition C59H40Cl8F3GeN2O2ReSSb at a distorted geometry. The level of theory is ωB97M-V/def2-TZVPD.

Properties
2S+1: 1
Total charge: +3
LUMO (spin up / spin down) (eV): -11.127 / -11.127
Frontier orbital gap (spin up / spin down) (Eh): 0.1117 / 0.1117

Each line ends with the Löwdin charge.
Positions of all 118 atoms, in Å:
Re 1.84 -0.68 -0.06  1.1470
Cl 7.78 1.38 2.61  0.8225
C 6.37 0.58 2.14  -0.7011
C 6.06 0.38 0.80  -0.6792
Cl 7.06 0.96 -0.48  0.7662
C 4.86 -0.23 0.52  -0.5385
Cl 4.23 -0.20 -1.11  0.7736
C 4.07 -0.89 1.50  -0.3985
O 2.99 -1.63 1.10  -0.2663
C 4.50 -0.93 2.84  -0.5813
Cl 3.53 -1.68 4.05  0.7901
C 5.61 -0.10 3.11  -0.6196
Cl 6.15 -0.03 4.77  0.7468
Cl -7.56 4.78 -0.61  0.6974
C -5.81 4.58 -0.78  -0.6214
C -5.20 3.71 0.09  -0.1088
C -3.81 3.59 0.16  -0.0213
C -3.01 4.34 -0.70  -0.1975
C -1.49 4.35 -0.53  -0.2781
C -0.77 3.60 -1.71  -0.0657
N 0.40 2.87 -1.27  -0.0190
C 1.76 3.29 -1.48  0.0792
C 2.51 2.36 -0.84  -0.0952
N 1.68 1.31 -0.36  -0.1681
C 0.38 1.69 -0.63  -0.0901
O -1.07 5.71 -0.53  -0.1649
C -1.09 6.34 0.80  -0.0956
C 0.25 6.15 1.56  -0.3079
C 1.46 6.74 1.16  -0.9945
Cl 1.75 7.72 -0.22  0.6750
S 2.77 6.32 2.15  1.0070
C 1.70 5.59 3.28  -0.4130
C 0.42 5.47 2.77  -0.1672
C -3.64 5.15 -1.69  -0.5265
Cl -2.76 5.83 -3.06  0.7376
C -5.03 5.23 -1.73  -0.1008
H -5.75 3.13 0.78  0.0912
H -3.38 2.96 0.94  0.1097
H -1.12 3.95 0.47  0.1585
H -0.53 4.33 -2.49  0.1193
H -1.44 2.88 -2.22  0.1536
H 2.06 4.23 -1.96  0.1631
H 3.56 2.44 -0.55  0.1196
H -0.52 1.10 -0.22  0.1598
H -1.94 5.98 1.46  0.1465
H -1.24 7.45 0.65  0.1474
H 2.03 5.22 4.28  0.0861
H -0.34 4.90 3.28  0.1057
H -5.47 5.92 -2.50  0.1364
F 1.07 -7.69 -0.15  0.0831
C 1.32 -6.56 -0.89  -0.2415
C 2.39 -5.72 -0.54  0.0211
C 2.54 -4.48 -1.19  -0.1561
C 1.55 -4.01 -2.09  -0.3319
C 0.69 -4.99 -2.58  -0.0740
C 0.48 -6.21 -1.89  0.0283
Sb 1.46 -1.81 -2.40  1.5164
C -0.40 -2.05 -3.45  -0.3685
C -1.49 -2.67 -2.86  -0.1724
C -2.60 -3.06 -3.61  0.0162
C -2.55 -2.84 -4.99  -0.2080
F -3.52 -3.27 -5.85  0.0935
C -1.50 -2.13 -5.58  0.0194
C -0.42 -1.71 -4.84  -0.0830
C 3.13 -1.98 -3.81  -0.3686
C 4.03 -3.04 -3.78  -0.0863
C 5.13 -2.97 -4.66  0.0409
C 5.35 -1.86 -5.45  -0.2317
F 6.41 -1.76 -6.29  0.1036
C 4.49 -0.79 -5.44  0.0238
C 3.36 -0.85 -4.61  -0.1428
H 3.20 -5.99 0.16  0.1387
H 3.51 -3.96 -1.02  0.1074
H 0.02 -4.76 -3.42  0.1125
H -0.24 -6.93 -2.26  0.1373
H -1.35 -3.08 -1.81  0.1253
H -3.46 -3.64 -3.20  0.1528
H -1.49 -1.92 -6.63  0.1336
H 0.40 -1.11 -5.23  0.0993
H 3.91 -4.00 -3.21  0.1156
H 5.86 -3.76 -4.62  0.1343
H 4.60 0.08 -6.07  0.1331
H 2.67 -0.03 -4.70  0.0959
C 0.27 -0.98 0.79  -0.1745
Ge -1.27 -1.21 2.01  0.9319
C -1.25 -3.04 2.55  -0.3253
C -0.19 -3.40 3.39  -0.1186
C -0.39 -4.40 4.34  -0.0402
C -1.61 -5.13 4.26  -0.0357
C -2.50 -4.92 3.20  -0.0636
C -2.31 -3.88 2.30  -0.0955
C -1.00 -0.11 3.64  -0.2464
C -1.93 -0.22 4.68  -0.1069
C -1.81 0.63 5.79  -0.0539
C -0.78 1.56 5.89  -0.0503
C 0.17 1.63 4.89  -0.1067
C 0.09 0.80 3.83  -0.1358
C -2.90 -0.62 1.10  -0.3047
C -4.00 -0.05 1.77  -0.0791
C -5.28 -0.18 1.16  -0.0462
C -5.39 -0.57 -0.17  -0.0670
C -4.29 -0.98 -0.87  -0.0496
C -3.03 -1.04 -0.21  -0.1359
H 0.77 -2.90 3.44  0.0736
H 0.44 -4.72 5.02  0.1315
H -1.74 -6.01 4.88  0.1158
H -3.29 -5.65 3.02  0.1223
H -2.99 -3.63 1.49  0.1101
H -2.73 -0.94 4.69  0.1110
H -2.60 0.54 6.59  0.1414
H -0.76 2.17 6.76  0.1101
H 1.00 2.32 4.96  0.1140
H 0.85 0.98 3.05  0.0850
H -3.93 0.48 2.72  0.1090
H -6.17 0.09 1.79  0.1406
H -6.32 -0.52 -0.66  0.1052
H -4.33 -1.31 -1.92  0.1062
H -2.16 -1.39 -0.73  0.0423